Here is a cluster of 9 separate species, C7H33NO8 in total from the OMol25 dataset. Energies are from the ωB97M-V functional and the def2-TZVPD basis.

**Total charge**: -1
**HOMO level (spin up / spin down)**: -0.108 / -6.056 eV
**Relative energy (zero: lowest compared OMol25 entry of this formula, charge and spin)**: 0.00 kcal/mol
**Multiplicity**: 2
**Maximum force**: 2.06 eV/A
**LUMO level (spin up / spin down)**: 2.477 / 2.463 eV

Each line ends with the Löwdin spin population.
Element x y z (Å)
C (1.12, 1.12, 1.07)  0.03
N (-0.13, 1.36, 0.34)  0.01
C (-0.18, 0.56, -0.89)  0.02
C (-1.31, 0.92, -1.84)  0.02
C (-1.93, -0.30, -2.51)  0.00
C (-2.39, 1.94, -1.45)  0.05
C (0.91, 0.86, 2.58)  0.01
C (1.95, -0.11, 3.10)  0.00
H (1.82, 1.93, 0.90)  0.02
H (1.56, 0.21, 0.66)  0.00
H (-0.26, 2.34, 0.19)  0.03
H (-0.17, -0.50, -0.58)  0.00
H (0.80, 0.57, -1.39)  0.01
H (-0.78, 1.50, -2.61)  0.02
H (-2.72, -0.03, -3.21)  0.00
H (-2.29, -0.97, -1.72)  0.00
H (-1.20, -0.91, -3.06)  0.00
H (-3.05, 2.04, -2.31)  0.00
H (-3.05, 1.51, -0.68)  0.00
H (-2.04, 2.92, -1.14)  0.04
H (-0.11, 0.53, 2.71)  0.00
H (1.05, 1.81, 3.09)  0.01
H (2.97, 0.23, 2.97)  0.00
H (1.93, -1.06, 2.54)  0.00
H (1.72, -0.48, 4.10)  0.00
H (3.90, 3.00, -0.59)  0.03
H (2.45, 2.56, -1.06)  0.02
O (3.41, 2.36, -1.12)  0.10
H (-0.47, -4.37, 2.47)  0.00
H (0.83, -3.81, 2.02)  0.00
O (0.24, -4.56, 1.85)  0.00
H (0.20, 4.36, -0.95)  0.11
H (1.50, 4.21, -1.79)  0.10
O (1.03, 3.83, -1.01)  0.32
H (-2.20, 0.56, 1.01)  0.00
H (-2.14, 1.40, 2.29)  0.00
O (-2.59, 0.65, 1.89)  0.01
H (-0.57, -3.29, -2.91)  0.00
H (-1.71, -4.12, -2.47)  0.00
O (-1.09, -4.04, -3.23)  0.00
H (-1.48, -3.14, -0.33)  0.00
H (-0.88, -4.48, -0.02)  0.00
O (-1.62, -4.08, -0.51)  0.00
H (-0.96, -1.05, 2.30)  0.00
H (-2.20, -1.84, 2.44)  0.00
O (-1.25, -1.96, 2.31)  0.00
H (3.44, 0.63, -1.11)  0.01
H (4.47, -0.47, -1.21)  0.00
O (3.51, -0.36, -1.12)  0.02

=====

Here is a cluster of 2 separate species, C37H36N2O4S in total from the OMol25 dataset. Energies are from the ωB97M-V functional and the def2-TZVPD basis.

**HOMO level**: -5.635 eV
**Maximum force**: 3.45 eV/A
**LUMO level**: -3.273 eV

Each line ends with the Mulliken charge.
Element x y z (Å)
C (-5.82, -1.80, -1.90)  -0.99
N (-5.20, -2.28, -0.66)  0.40
C (-5.76, -3.47, -0.06)  -0.17
C (-5.41, -4.73, -0.54)  -0.08
C (-5.96, -5.87, 0.01)  -0.76
C (-6.86, -5.77, 1.05)  -0.35
C (-7.22, -4.53, 1.54)  -0.67
C (-6.68, -3.39, 0.99)  -0.17
C (-3.91, -1.77, -0.29)  0.14
C (-3.74, -1.03, 0.89)  -0.28
C (-2.51, -0.58, 1.27)  -1.12
C (-1.35, -0.88, 0.51)  0.69
C (-0.07, -0.42, 0.94)  -0.42
C (1.20, -0.91, 0.54)  0.65
C (2.37, -0.15, 0.78)  -1.32
C (3.60, -0.60, 0.40)  -0.18
C (3.75, -1.86, -0.20)  0.36
N (5.04, -2.33, -0.62)  0.42
C (5.65, -1.74, -1.81)  -1.04
C (5.64, -3.54, -0.09)  -0.50
C (5.41, -4.78, -0.67)  0.09
C (5.96, -5.92, -0.14)  -0.78
C (6.77, -5.84, 0.98)  -0.35
C (7.02, -4.62, 1.57)  -0.72
C (6.46, -3.47, 1.04)  -0.05
C (2.61, -2.65, -0.37)  -0.38
C (1.37, -2.19, -0.02)  -1.01
C (-1.53, -1.58, -0.70)  -0.93
C (-2.78, -2.00, -1.09)  -0.31
H (-5.47, -0.80, -2.12)  0.36
H (-5.58, -2.47, -2.72)  0.36
H (-6.90, -1.79, -1.78)  0.33
H (-4.71, -4.80, -1.36)  0.38
H (-5.68, -6.84, -0.38)  0.36
H (-7.29, -6.66, 1.47)  0.39
H (-7.93, -4.45, 2.34)  0.38
H (-6.96, -2.41, 1.36)  0.42
H (-4.61, -0.81, 1.48)  0.44
H (-2.41, 0.00, 2.17)  0.45
H (-0.07, 0.39, 1.65)  0.50
H (2.28, 0.80, 1.28)  0.60
H (4.48, -0.01, 0.58)  0.53
H (6.69, -2.04, -1.89)  0.33
H (5.12, -2.09, -2.70)  0.33
H (5.59, -0.66, -1.76)  0.38
H (4.79, -4.83, -1.55)  0.41
H (5.77, -6.88, -0.60)  0.37
H (7.20, -6.74, 1.40)  0.40
H (7.66, -4.55, 2.44)  0.37
H (6.66, -2.51, 1.49)  0.43
H (2.72, -3.63, -0.79)  0.34
H (0.52, -2.85, -0.12)  0.72
H (-0.69, -1.76, -1.34)  0.77
H (-2.90, -2.51, -2.03)  0.41
C (4.49, 4.79, 2.19)  -1.13
C (3.00, 4.92, 2.40)  -0.11
O (2.31, 4.95, 1.18)  -0.37
C (0.95, 4.94, 1.42)  0.52
C (0.15, 4.92, 0.29)  -0.68
S (-1.64, 4.86, 0.33)  0.98
C (-1.85, 6.09, -0.97)  -0.11
C (-1.93, 7.41, -0.62)  -0.28
C (-2.08, 8.37, -1.60)  -0.60
C (-2.14, 8.00, -2.93)  -0.34
C (-2.07, 6.67, -3.27)  -0.58
C (-1.92, 5.71, -2.29)  -0.13
O (-2.06, 3.55, -0.28)  -0.64
O (-2.29, 5.51, 1.52)  -0.65
O (0.49, 4.94, 2.57)  -0.71
H (5.05, 4.85, 3.12)  0.38
H (4.72, 3.83, 1.72)  0.18
H (4.84, 5.57, 1.52)  0.30
H (2.59, 4.08, 2.98)  0.29
H (2.73, 5.84, 2.94)  0.31
H (0.61, 4.93, -0.67)  0.45
H (-1.90, 7.68, 0.42)  0.42
H (-2.13, 9.41, -1.32)  0.37
H (-2.26, 8.75, -3.69)  0.37
H (-2.10, 6.37, -4.31)  0.38
H (-1.87, 4.66, -2.54)  0.40

=====

Here is a structure of composition C24H27AsN2PSZr from the OMol25 dataset. Energies are from the ωB97M-V functional and the def2-TZVPD basis.

**Total charge**: +3
**HOMO level**: -16.731 eV
**Relative energy (zero: lowest compared OMol25 entry of this formula, charge and spin)**: 24.22 kcal/mol
**Maximum force**: 1.55 eV/A
**LUMO level**: -10.455 eV

Each line ends with the Mulliken charge.
Element x y z (Å)
Zr (0.44, 0.14, -0.59)  0.41
C (-3.36, -1.05, -0.81)  -0.48
C (-2.68, -1.91, 0.03)  -0.99
C (-1.68, -1.43, 0.88)  0.69
C (-1.41, -0.06, 0.94)  -0.96
C (-2.06, 0.80, 0.03)  -0.21
C (-3.05, 0.30, -0.82)  -0.96
P (-0.09, 0.70, 2.03)  0.28
C (-0.84, 0.84, 3.67)  0.93
C (-0.04, 1.41, 4.66)  -0.41
C (-0.55, 1.52, 5.95)  -0.66
C (-1.84, 1.10, 6.22)  -0.54
C (-2.64, 0.56, 5.22)  -0.81
C (-2.14, 0.43, 3.93)  -0.24
C (1.02, -0.76, 2.06)  0.45
C (1.47, -1.41, 3.19)  -0.71
C (2.31, -2.52, 3.05)  -0.70
C (2.69, -2.97, 1.79)  -0.86
C (2.25, -2.32, 0.65)  -0.64
C (1.44, -1.19, 0.77)  1.06
H (-4.16, -1.43, -1.45)  0.54
H (-2.93, -2.97, 0.04)  0.50
H (-1.19, -2.11, 1.57)  0.63
H (-1.93, 1.88, 0.13)  0.62
H (-3.61, 0.99, -1.44)  0.64
H (0.96, 1.76, 4.44)  0.43
H (0.06, 1.95, 6.73)  0.44
H (-2.24, 1.20, 7.22)  0.42
H (-3.65, 0.24, 5.44)  0.43
H (-2.78, 0.01, 3.16)  0.42
H (1.15, -1.08, 4.18)  0.55
H (2.65, -3.04, 3.93)  0.45
H (3.33, -3.84, 1.70)  0.44
H (2.55, -2.71, -0.32)  0.38
N (3.13, -0.14, -2.10)  0.07
C (4.28, 0.43, -2.45)  -0.24
C (4.17, 1.80, -2.23)  -0.78
C (2.89, 1.97, -1.73)  -0.52
N (2.24, 0.79, -1.65)  0.07
H (2.89, -1.12, -2.17)  0.13
H (5.11, -0.15, -2.83)  0.50
H (4.91, 2.56, -2.41)  0.47
H (2.42, 2.89, -1.42)  0.51
C (-0.69, 1.97, -3.05)  -0.93
As (-0.57, 0.18, -3.83)  1.09
C (0.78, 0.25, -5.19)  -1.13
C (-2.22, -0.14, -4.74)  -1.04
S (-0.14, -1.44, -2.44)  -0.32
H (-0.33, 2.65, -3.82)  0.49
H (-0.07, 2.14, -2.16)  0.20
H (-1.73, 2.19, -2.83)  0.43
H (0.37, 0.84, -6.01)  0.43
H (0.97, -0.76, -5.53)  0.44
H (1.69, 0.71, -4.81)  0.34
H (-2.46, 0.75, -5.32)  0.47
H (-3.02, -0.38, -4.05)  0.32
H (-2.05, -0.99, -5.41)  0.43

=====

Here is a structure of composition C18H15F3FeN2O3S from the OMol25 dataset. Energies are from the ωB97M-V functional and the def2-TZVPD basis.

**Total charge**: +1
**HOMO level (spin up / spin down)**: -12.031 / -12.113 eV
**Multiplicity**: 2
**Maximum force**: 0.61 eV/A
**LUMO level (spin up / spin down)**: -4.067 / -4.154 eV

Each line ends with the Löwdin spin population.
Element x y z (Å)
Fe (-0.88, -0.35, -0.80)  1.05
C (-2.79, 2.69, 1.46)  0.00
C (-2.03, 3.81, 1.12)  0.00
C (-0.97, 3.68, 0.25)  0.00
C (-0.66, 2.42, -0.26)  0.00
N (-1.38, 1.34, 0.10)  -0.01
C (-2.43, 1.47, 0.92)  0.00
C (0.37, 2.10, -1.24)  0.01
C (1.29, 3.00, -1.78)  -0.01
C (2.18, 2.55, -2.75)  0.03
C (2.15, 1.23, -3.19)  -0.01
C (1.23, 0.33, -2.65)  0.01
C (0.36, 0.77, -1.68)  -0.08
H (-3.64, 2.76, 2.12)  0.00
H (-2.29, 4.78, 1.52)  0.00
H (-0.39, 4.53, -0.05)  0.00
H (-2.99, 0.57, 1.14)  0.00
H (1.31, 4.03, -1.46)  0.00
H (2.90, 3.24, -3.17)  0.00
H (2.84, 0.91, -3.95)  0.00
H (1.20, -0.69, -3.01)  0.00
C (-3.08, -3.30, -1.11)  0.00
S (-2.36, -2.00, -2.05)  0.00
O (-2.76, -2.11, -3.40)  0.00
O (-0.87, -2.05, -1.78)  0.00
O (-2.72, -0.70, -1.35)  0.01
H (-2.64, -4.23, -1.47)  0.00
H (-4.15, -3.30, -1.31)  0.00
H (-2.88, -3.15, -0.05)  0.00
F (2.47, -2.80, 4.59)  0.00
C (3.13, -2.45, 3.48)  0.00
F (4.01, -1.50, 3.81)  0.00
F (3.80, -3.51, 3.03)  0.00
C (2.16, -1.92, 2.44)  0.01
C (2.17, -2.40, 1.14)  0.00
C (1.27, -1.87, 0.24)  0.01
N (0.39, -0.91, 0.58)  -0.01
C (0.40, -0.44, 1.84)  0.00
C (1.26, -0.93, 2.80)  0.00
H (2.86, -3.17, 0.83)  0.00
H (1.22, -2.22, -0.78)  0.00
H (-0.30, 0.35, 2.07)  0.00
H (1.23, -0.53, 3.80)  0.00

=====

Here is a structure of composition C24H38Cl3NO4SbScSi3 from the OMol25 dataset. Energies are from the ωB97M-V functional and the def2-TZVPD basis.

**HOMO level**: -7.534 eV
**Relative energy (zero: lowest compared OMol25 entry of this formula, charge and spin)**: 0.49 kcal/mol
**Maximum force**: 0.20 eV/A
**LUMO level**: -0.329 eV

Each line ends with the Mulliken charge.
Element x y z (Å)
Sc (0.16, -1.79, 0.05)  -0.08
O (2.56, -1.74, -3.36)  -0.70
C (2.09, -1.78, -2.24)  0.35
O (0.84, -1.76, -1.90)  -0.22
C (3.01, -1.80, -1.03)  0.26
C (4.40, -1.84, -1.03)  -0.68
C (5.05, -1.74, 0.19)  -0.40
C (4.33, -1.58, 1.37)  -0.67
C (2.95, -1.57, 1.28)  0.35
N (2.35, -1.69, 0.11)  0.72
C (1.95, -1.37, 2.42)  0.16
O (2.34, -1.14, 3.55)  -0.68
O (0.72, -1.42, 2.00)  -0.31
H (4.93, -1.92, -1.97)  0.54
H (6.13, -1.76, 0.23)  0.44
H (4.80, -1.48, 2.34)  0.58
C (0.73, 2.28, -3.52)  -1.11
Si (1.52, 2.47, -1.84)  0.38
C (1.81, 4.27, -1.39)  -1.00
C (3.17, 1.59, -1.80)  -0.89
Sb (-0.05, 1.33, -0.17)  -0.04
Si (-2.26, 2.50, -0.71)  0.60
C (-3.09, 1.56, -2.10)  -0.83
C (-3.36, 2.44, 0.81)  -0.94
C (-2.00, 4.28, -1.23)  -1.06
Si (0.58, 2.47, 2.03)  0.51
C (-0.19, 1.47, 3.40)  -0.80
C (2.44, 2.48, 2.14)  -0.85
C (-0.05, 4.24, 2.08)  -1.09
H (1.38, 2.70, -4.30)  0.42
H (-0.23, 2.79, -3.58)  0.24
H (0.58, 1.23, -3.74)  0.31
H (2.44, 4.73, -2.16)  0.42
H (2.36, 4.33, -0.44)  0.25
H (0.90, 4.85, -1.30)  0.24
H (3.91, 2.19, -2.33)  0.50
H (3.11, 0.62, -2.29)  0.19
H (3.52, 1.44, -0.78)  0.19
H (-3.31, 0.54, -1.80)  0.01
H (-2.45, 1.51, -2.99)  0.26
H (-4.02, 2.05, -2.38)  0.38
H (-3.54, 1.41, 1.12)  0.20
H (-4.32, 2.91, 0.58)  0.39
H (-2.92, 2.97, 1.66)  0.24
H (-1.40, 4.35, -2.14)  0.24
H (-1.51, 4.87, -0.45)  0.29
H (-2.97, 4.74, -1.44)  0.43
H (0.21, 0.45, 3.39)  0.08
H (-1.27, 1.41, 3.29)  0.27
H (0.02, 1.92, 4.37)  0.39
H (2.86, 1.47, 2.08)  0.11
H (2.76, 2.90, 3.10)  0.42
H (2.89, 3.08, 1.35)  0.24
H (-1.14, 4.29, 2.05)  0.23
H (0.34, 4.83, 1.24)  0.25
H (0.28, 4.72, 3.00)  0.42
Cl (-2.55, -1.41, 0.94)  -0.08
C (-3.31, -2.25, -0.44)  -0.05
Cl (-2.23, -2.18, -1.84)  -0.04
H (-4.24, -1.74, -0.67)  0.54
H (-3.46, -3.29, -0.16)  -0.17
Cl (-5.51, -6.41, 0.84)  -0.24
C (-3.90, -5.76, 0.69)  0.30
C (-3.27, -5.20, 1.79)  -0.75
C (-2.00, -4.67, 1.65)  -0.24
C (-1.31, -4.68, 0.43)  0.73
C (0.00, -4.02, 0.28)  -1.57
C (-1.96, -5.29, -0.65)  -0.33
C (-3.24, -5.82, -0.53)  -0.70
H (-3.79, -5.17, 2.74)  0.42
H (-1.53, -4.21, 2.52)  0.41
H (0.54, -4.42, -0.58)  0.43
H (0.61, -4.17, 1.18)  0.43
H (-1.46, -5.34, -1.61)  0.35
H (-3.73, -6.28, -1.38)  0.40

=====

Here is a structure of composition C34H57CuN3O2Si from the OMol25 dataset. Energies are from the ωB97M-V functional and the def2-TZVPD basis.

**HOMO level (spin up / spin down)**: -7.924 / -7.723 eV
**Relative energy (zero: lowest compared OMol25 entry of this formula, charge and spin)**: 30.02 kcal/mol
**Multiplicity**: 2
**Maximum force**: 4.20 eV/A
**LUMO level (spin up / spin down)**: 0.424 / -2.186 eV

Each line ends with the Löwdin spin population.
Element x y z (Å)
O (0.90, -2.86, 0.49)  0.00
O (-2.10, -2.36, -4.88)  0.00
C (2.03, -2.73, -0.42)  0.00
C (3.21, -3.60, -0.04)  0.00
H (2.28, -1.68, -0.32)  0.00
H (1.71, -2.95, -1.45)  0.00
H (3.61, -3.37, 0.96)  0.00
H (4.03, -3.46, -0.77)  0.00
H (2.94, -4.67, -0.05)  0.00
C (-0.27, -3.55, -0.05)  0.00
C (-0.21, -4.17, -1.44)  0.00
H (-1.03, -2.75, -0.04)  0.00
H (-0.59, -4.27, 0.71)  0.00
H (-0.34, -3.37, -2.21)  0.00
H (-1.05, -4.87, -1.54)  0.00
H (0.74, -4.68, -1.62)  0.00
C (-2.94, -1.86, -3.84)  0.00
C (-1.28, -1.34, -5.44)  0.00
C (-3.65, -3.05, -3.20)  0.00
H (-3.68, -1.13, -4.23)  0.00
H (-2.34, -1.35, -3.06)  0.00
H (-4.05, -3.71, -3.99)  0.00
H (-4.47, -2.72, -2.55)  0.00
H (-2.98, -3.66, -2.58)  0.00
C (-0.65, -1.82, -6.74)  0.00
H (-0.46, -1.12, -4.73)  0.00
H (-1.86, -0.41, -5.62)  0.00
H (-0.04, -2.73, -6.61)  0.00
H (0.01, -1.03, -7.13)  0.00
H (-1.43, -2.03, -7.48)  0.00
H (-0.45, 1.69, -1.10)  0.00
N (1.56, 0.76, 2.16)  0.17
C (1.50, 2.05, 2.47)  0.01
C (0.39, 2.89, 2.34)  0.23
C (-0.93, 2.49, 2.09)  0.00
C (2.73, 2.74, 3.03)  0.00
H (3.58, 2.68, 2.35)  0.00
H (3.01, 2.35, 4.01)  0.00
H (2.48, 3.80, 3.16)  0.00
C (-1.97, 3.60, 2.18)  0.00
H (-2.44, 3.63, 3.17)  0.00
H (-2.76, 3.49, 1.42)  0.00
H (-1.46, 4.57, 2.02)  0.00
N (-1.25, 1.24, 1.87)  0.37
C (2.72, -0.02, 2.33)  0.02
C (3.77, 0.07, 1.35)  0.00
C (3.69, 0.96, 0.15)  0.00
C (4.88, -0.73, 1.52)  0.00
H (5.66, -0.71, 0.76)  0.00
C (4.98, -1.56, 2.62)  0.00
H (5.84, -2.22, 2.70)  0.00
C (4.06, -1.53, 3.65)  0.00
H (4.18, -2.15, 4.54)  0.00
C (2.94, -0.71, 3.56)  0.01
C (2.02, -0.51, 4.74)  0.00
C (-2.46, 0.67, 2.22)  0.03
C (-3.38, 0.40, 1.17)  0.04
C (-3.01, 0.72, -0.24)  0.01
C (-4.64, -0.07, 1.51)  0.00
H (-5.36, -0.25, 0.71)  0.00
C (-4.98, -0.30, 2.84)  0.04
H (-5.97, -0.70, 3.08)  0.00
C (-4.08, 0.01, 3.86)  0.00
H (-4.37, -0.13, 4.91)  0.00
C (-2.82, 0.49, 3.58)  0.03
C (-1.87, 0.86, 4.68)  0.00
Cu (0.80, -1.30, 2.17)  0.03
H (3.37, 0.40, -0.74)  0.00
H (4.70, 1.35, -0.08)  0.00
H (3.02, 1.82, 0.28)  0.00
H (1.75, 0.55, 4.89)  0.00
H (2.50, -0.86, 5.66)  0.00
H (1.06, -1.07, 4.60)  0.00
H (-3.72, 0.26, -0.93)  0.00
H (-2.00, 0.37, -0.48)  0.00
H (-3.03, 1.81, -0.41)  0.00
H (-0.92, 0.33, 4.61)  0.00
H (-2.33, 0.60, 5.65)  0.00
H (-1.67, 1.93, 4.70)  0.00
H (0.55, 3.95, 2.55)  0.01
C (0.07, 1.42, -2.01)  0.00
Si (0.36, 3.03, -2.90)  0.00
H (1.02, 0.96, -1.70)  0.00
H (-0.61, 0.71, -2.52)  0.00
C (1.72, 2.88, -4.22)  0.00
C (0.93, 4.08, -1.44)  0.00
C (-1.38, 3.36, -3.45)  0.00
H (-1.88, 2.43, -3.72)  0.00
H (-1.49, 4.04, -4.29)  0.00
H (-1.93, 3.78, -2.62)  0.00
H (2.67, 2.54, -3.77)  0.00
H (1.91, 3.86, -4.69)  0.00
H (1.45, 2.18, -5.02)  0.00
H (1.67, 3.54, -0.85)  0.00
H (0.05, 4.24, -0.82)  0.00
H (1.32, 5.04, -1.76)  0.00
N (-1.31, -3.20, 2.93)  0.00
C (-0.52, -2.33, 2.85)  0.00

=====

maximum force of number 1 (C7H33NO8)?
2.06 eV/A